Density functional theory data (wB97M-V/def2-TZVPD) for 27 unconnected molecules or ions with the total composition C15H81BrFN5O28P in a non-equilibrium geometry.

```
132
Properties=species:S:1:pos:R:3
C -0.142 3.185 2.910
C 0.655 3.314 1.887
N 1.690 2.284 1.753
C 1.549 1.374 0.845
N 2.507 0.350 0.754
C 1.752 -0.926 1.068
N 1.262 -1.015 2.415
C 0.633 -1.101 0.012
C -0.276 0.127 -0.129
C -1.520 0.213 0.814
C -1.963 -1.063 1.563
C -2.869 -0.598 2.751
C -4.140 0.134 2.266
N -3.947 1.597 2.070
C -5.150 2.350 2.279
C -5.793 3.064 1.072
O -5.591 2.426 3.382
N 0.451 1.445 -0.005
P 0.825 2.076 -1.605
O 0.051 3.535 -1.649
Br 3.000 2.581 -1.836
C 2.826 2.378 2.679
F 3.044 1.225 3.399
C 4.150 2.804 1.994
C 4.268 4.339 2.080
H -1.133 3.627 2.956
H 0.190 2.559 3.742
H 0.550 4.110 1.158
H 2.763 0.247 -0.233
H 2.464 -1.753 0.941
H 1.993 -0.949 3.112
H 0.483 -0.395 2.609
H 0.121 -2.056 0.151
H 1.179 -1.198 -0.941
H -0.662 0.118 -1.159
H -1.416 1.025 1.547
H -2.367 0.511 0.180
H -1.154 -1.655 2.003
H -2.585 -1.736 0.937
H -2.279 0.163 3.289
H -3.082 -1.435 3.421
H -4.545 -0.354 1.371
H -4.901 -0.003 3.046
H -3.679 1.813 1.111
H -5.790 4.142 1.270
H -6.802 2.694 0.886
H -5.184 2.902 0.177
H -0.896 3.381 -1.462
H 2.614 3.166 3.407
H 4.954 2.387 2.612
H 4.241 2.409 0.978
H 5.219 4.681 1.656
H 3.431 4.852 1.587
H 4.277 4.636 3.137
O -3.384 2.387 -1.540
H -3.894 1.799 -2.115
H -3.914 3.192 -1.502
O -7.573 4.939 3.926
H -6.665 4.671 4.102
H -8.041 4.106 3.806
O 0.589 -3.014 -2.620
H 0.672 -2.413 -3.367
H 0.662 -3.889 -3.023
O 2.176 -4.958 -0.538
H 1.410 -4.376 -0.627
H 2.937 -4.361 -0.626
O -5.742 0.114 -0.705
H -5.176 0.667 -0.158
H -6.632 0.436 -0.515
O 3.633 6.146 -2.664
H 3.425 6.516 -1.798
H 3.268 5.254 -2.637
O -6.795 2.536 -1.869
H -7.169 1.937 -2.533
H -6.811 3.402 -2.293
O -4.342 0.702 5.793
H -4.945 1.411 6.045
H -4.286 0.783 4.835
O 7.246 4.332 0.506
H 8.182 4.531 0.623
H 7.156 4.176 -0.441
O -0.098 -4.232 1.340
H 0.459 -3.606 1.822
H -0.997 -3.935 1.527
O 3.577 -0.655 5.720
H 3.664 -0.031 4.992
H 3.604 -1.521 5.297
O -0.831 -4.507 -4.209
H -1.187 -5.173 -4.816
H -1.383 -4.580 -3.423
O 4.707 -6.237 -1.219
H 5.199 -5.588 -0.699
H 3.790 -6.011 -1.042
O -1.131 -6.438 -6.845
H -1.041 -5.837 -7.592
H -1.046 -7.311 -7.243
O 4.622 -3.227 -1.395
H 5.519 -2.937 -1.192
H 4.628 -3.370 -2.348
O -7.536 -2.607 -0.750
H -7.921 -2.698 0.129
H -6.896 -1.889 -0.657
O 6.189 7.085 2.097
H 6.259 7.697 1.356
H 6.227 6.215 1.683
O 5.436 -0.430 0.679
H 5.999 0.194 1.152
H 4.536 -0.151 0.889
O 2.407 -5.719 2.342
H 1.789 -5.027 2.591
H 2.419 -5.677 1.373
O -8.483 0.218 -2.802
H -8.866 -0.366 -3.467
H -9.056 0.105 -2.035
O -1.552 4.874 -4.109
H -1.303 4.323 -3.361
H -1.335 5.770 -3.826
O -2.991 -3.853 -0.276
H -3.771 -3.980 0.279
H -3.282 -4.141 -1.148
O 0.312 -7.112 -9.107
H 1.230 -6.877 -8.928
H 0.291 -7.279 -10.056
O 3.887 -8.021 -3.916
H 4.378 -7.374 -3.394
H 2.964 -7.808 -3.743
O 6.639 7.027 -3.573
H 5.855 6.876 -3.034
H 6.368 6.765 -4.459
O 5.655 -5.195 1.350
H 5.053 -4.721 1.935
H 5.782 -6.046 1.785
```

Values from the calculation:
* M: 909.7 Da
* net charge: +1
* DFT total energy: -6015.6209 Ha
* LUMO level: -4.1 eV
* gap between HOMO and LUMO: 7.97 eV
* maximum force: 0.0481 Eh/bohr
* HOMO level: -12.059 eV